Record 1
156
Properties=species:S:1:pos:R:3:mulliken_charge:R:1 method="wB97M-V/def2-TZVPD" total_charge=-1 gap_ev=6.39 spin_multiplicity=1 max_force_ha_per_bohr=0.063
C -3.583 3.300 3.410 -1.01
C -3.422 4.221 2.126 -0.40
C -4.202 3.664 0.875 -0.45
C -4.033 2.114 0.683 -0.25
O -4.477 1.739 -0.618 -0.55
P -4.474 -0.015 -0.766 0.57
C -2.768 0.097 -1.616 -0.22
C -2.798 0.410 -3.161 -0.16
C -2.396 1.910 -3.456 -0.72
C -0.905 2.253 -3.079 -0.65
C 0.127 2.122 -4.261 -0.68
C 0.024 0.792 -5.096 -0.82
C 0.668 -0.496 -4.430 -0.79
C 1.326 -0.274 -3.018 0.48
C 2.148 -1.560 -2.549 -0.04
O 1.278 -2.313 -1.660 -0.03
C 0.559 -3.322 -2.362 -0.34
O -5.953 -0.156 0.148 -0.04
C -6.987 0.721 -0.282 -0.40
C -8.343 -0.119 -0.250 0.72
C -8.822 -0.452 -1.731 -1.30
C -9.465 0.518 0.648 0.35
C -10.521 -0.651 0.931 -1.42
C -8.965 0.993 2.071 -1.12
C -4.469 -1.984 -0.914 0.93
F -3.888 -2.448 -2.096 -0.34
F -5.845 -2.364 -0.990 -0.32
C -3.899 -2.631 0.365 -0.26
C -4.524 -2.495 1.675 -0.21
C -3.957 -3.072 2.881 -0.82
C -2.729 -3.835 2.828 -0.85
C -2.122 -4.003 1.516 0.32
C -0.819 -4.872 1.485 0.79
F -0.730 -5.491 0.276 -0.26
F -0.978 -5.837 2.487 -0.34
F 0.279 -4.134 1.814 -0.12
C -2.677 -3.422 0.305 -0.44
H -3.240 3.829 4.341 0.37
H -4.681 3.116 3.538 0.23
H -2.986 2.365 3.298 0.23
H -2.326 4.356 1.933 0.29
H -3.834 5.228 2.412 0.36
H -5.288 3.884 1.043 0.19
H -3.901 4.216 -0.053 -0.02
H -4.604 1.609 1.502 0.19
H -2.929 1.891 0.806 0.31
H -5.139 0.008 -2.039 -0.26
H -3.761 -0.163 0.491 -0.06
H -2.104 -0.797 -1.423 0.06
H -2.226 0.961 -1.133 -0.03
H -3.750 0.140 -3.681 0.49
H -1.995 -0.224 -3.641 -0.18
H -2.610 2.139 -4.525 0.37
H -3.043 2.555 -2.799 0.28
H -0.545 1.701 -2.170 0.47
H -0.903 3.341 -2.774 0.15
H -0.088 2.970 -4.972 0.51
H 1.167 2.322 -3.880 0.33
H -1.039 0.648 -5.406 0.51
H 0.597 0.981 -6.049 0.19
H 1.474 -0.903 -5.100 0.58
H -0.143 -1.262 -4.335 0.03
H 2.050 0.574 -2.974 0.50
H 0.494 -0.181 -2.276 -0.37
H 3.026 -1.238 -1.904 -0.65
H 2.509 -2.174 -3.416 0.38
H 1.188 -3.877 -3.109 0.39
H 0.136 -4.102 -1.669 -0.14
H -0.321 -2.859 -2.880 0.06
H -7.004 1.610 0.402 -0.19
H -6.878 1.097 -1.329 0.24
H -8.098 -1.118 0.208 -0.06
H -8.412 0.251 -2.494 0.35
H -8.431 -1.478 -1.976 0.22
H -9.938 -0.507 -1.763 0.37
H -10.037 1.296 0.080 0.28
H -10.892 -1.138 0.000 0.33
H -11.328 -0.335 1.639 0.38
H -9.931 -1.443 1.482 0.32
H -9.795 0.783 2.800 0.47
H -8.885 2.116 2.038 0.25
H -7.995 0.542 2.383 0.12
H -5.479 -1.934 1.810 0.31
H -4.483 -2.898 3.849 0.34
H -2.319 -4.255 3.766 0.33
H -2.141 -3.610 -0.653 0.32
C 4.600 3.105 -7.654 -0.49
C 3.247 2.633 -8.105 0.31
O 2.964 1.578 -7.211 -0.27
C 3.622 1.882 -6.052 0.58
O 3.405 1.371 -5.007 -0.39
O 4.556 2.856 -6.253 -0.32
F 3.297 2.135 -9.366 -0.29
H 5.414 2.529 -8.100 0.28
H 4.764 4.162 -7.860 0.27
H 2.461 3.389 -8.040 0.31
C 3.752 -4.127 2.056 -0.24
C 3.649 -2.777 2.696 1.03
O 4.785 -2.736 3.548 -0.33
C 5.719 -3.527 2.954 0.62
O 6.877 -3.523 3.236 -0.55
O 5.168 -4.318 1.994 -0.36
F 2.532 -2.683 3.459 -0.31
H 3.305 -4.916 2.665 0.27
H 3.305 -4.153 1.064 0.21
H 3.689 -1.944 1.994 -0.27
C -4.070 6.757 -4.969 -0.49
C -3.380 6.392 -3.687 0.28
O -2.998 5.050 -3.902 -0.12
C -2.812 4.924 -5.247 0.53
O -2.238 4.023 -5.763 -0.42
O -3.365 5.972 -5.926 -0.37
F -4.237 6.439 -2.639 -0.28
H -5.125 6.473 -4.972 0.30
H -3.991 7.819 -5.199 0.28
H -2.495 6.994 -3.464 0.27
C 6.927 0.344 0.622 -0.11
C 6.311 1.271 -0.382 0.36
O 5.238 0.503 -0.903 -0.32
C 4.861 -0.333 0.105 0.58
O 3.835 -0.934 0.137 -0.54
O 5.802 -0.396 1.082 -0.18
F 7.176 1.550 -1.389 -0.31
H 7.652 -0.339 0.172 0.23
H 7.407 0.875 1.439 -0.11
H 5.926 2.202 0.040 0.30
C 8.447 -0.067 4.812 -0.29
C 8.112 0.865 5.938 0.33
O 7.862 2.089 5.274 -0.33
C 7.399 1.750 4.036 0.65
O 6.840 2.501 3.301 -0.53
O 7.649 0.446 3.748 -0.20
F 9.172 1.032 6.772 -0.30
H 9.500 -0.022 4.528 0.04
H 8.187 -1.101 5.034 0.34
H 7.232 0.576 6.517 0.31
C -0.181 -7.665 4.826 0.20
C -1.393 -8.477 5.176 0.35
O -1.078 -8.980 6.461 -0.33
C -0.250 -8.055 7.031 0.63
O 0.002 -8.007 8.191 -0.52
O 0.245 -7.192 6.104 -0.29
F -1.547 -9.522 4.326 -0.28
H 0.613 -8.268 4.379 0.20
H -0.412 -6.839 4.157 -0.18
H -2.322 -7.903 5.224 0.32
C 11.732 3.365 4.964 -0.46
C 13.050 3.059 4.313 0.30
O 12.867 1.741 3.831 -0.32
C 11.533 1.621 3.575 0.64
O 11.050 0.757 2.918 -0.51
O 10.820 2.620 4.161 -0.20
F 14.056 3.055 5.221 -0.30
H 11.681 3.010 5.996 0.27
H 11.493 4.427 4.946 0.28
H 13.307 3.721 3.483 0.29



Record 2
135
Properties=species:S:1:pos:R:3:mulliken_charge:R:1 method="wB97M-V/def2-TZVPD" total_charge=-1 e_above_lowest_kcal_mol=25.2 gap_ev=6.17 spin_multiplicity=1 max_force_ha_per_bohr=0.040
Sn 0.549 -0.315 1.386 0.38
C 5.619 -0.598 1.733 -1.13
Si 3.957 -0.821 2.664 0.65
C 4.192 -1.897 4.224 -1.17
C 3.450 0.950 3.179 -0.96
N 2.696 -1.398 1.647 0.52
P 2.090 -2.793 1.103 1.30
C 0.598 -2.473 0.243 -1.36
P 1.092 -1.619 -1.221 2.83
N 1.457 -0.069 -1.048 0.15
Si 2.321 1.014 -2.047 0.39
C 3.840 1.691 -1.097 -1.14
C 3.032 0.536 -3.767 -1.27
C 1.154 2.479 -2.404 -0.73
C 2.427 -2.358 -2.199 0.50
C 3.703 -2.064 -1.733 -0.77
C 4.813 -2.547 -2.394 -0.40
C 4.652 -3.313 -3.540 -0.77
C 3.382 -3.587 -4.019 -0.93
C 2.267 -3.122 -3.343 -0.57
C -0.366 -1.716 -2.305 -0.28
C -1.569 -2.155 -1.777 -0.66
C -2.721 -2.137 -2.541 -0.48
C -2.682 -1.674 -3.844 -0.50
C -1.485 -1.216 -4.374 -0.92
C -0.337 -1.229 -3.606 0.21
C 1.650 -3.925 2.481 0.59
C 0.385 -3.772 3.030 0.22
C -0.020 -4.527 4.112 -0.81
C 0.840 -5.467 4.656 -0.86
C 2.096 -5.645 4.103 -0.76
C 2.504 -4.881 3.024 -0.36
C 3.320 -3.905 0.328 0.48
C 4.638 -3.937 0.758 0.02
C 5.542 -4.809 0.177 -1.35
C 5.124 -5.669 -0.824 -0.73
C 3.797 -5.672 -1.224 -0.73
C 2.894 -4.807 -0.638 -0.58
H 6.427 -0.380 2.426 0.48
H 5.549 0.233 1.040 0.24
H 5.906 -1.470 1.157 0.24
H 4.902 -1.460 4.919 0.49
H 4.535 -2.899 3.980 0.28
H 3.240 -1.998 4.735 0.21
H 2.934 0.955 4.135 0.23
H 4.311 1.609 3.257 0.51
H 2.763 1.365 2.433 0.01
H 4.722 1.073 -1.244 0.23
H 3.638 1.732 -0.031 0.05
H 4.086 2.693 -1.436 0.49
H 3.785 -0.241 -3.688 0.25
H 3.499 1.401 -4.232 0.52
H 2.272 0.185 -4.457 0.37
H 0.816 2.922 -1.475 0.13
H 0.281 2.146 -2.955 -0.16
H 1.653 3.246 -2.986 0.47
H 3.792 -1.440 -0.852 0.07
H 5.805 -2.330 -2.021 0.30
H 5.519 -3.696 -4.063 0.40
H 3.259 -4.167 -4.925 0.36
H 1.272 -3.344 -3.706 0.49
H -1.580 -2.519 -0.763 0.11
H -3.653 -2.488 -2.119 0.47
H -3.578 -1.670 -4.451 0.37
H -1.452 -0.847 -5.390 0.41
H 0.600 -0.871 -4.007 0.14
H -0.258 -3.021 2.595 0.00
H -1.001 -4.380 4.543 0.41
H 0.534 -6.057 5.509 0.35
H 2.763 -6.392 4.514 0.44
H 3.488 -5.049 2.607 0.31
H 4.942 -3.276 1.555 0.52
H 6.573 -4.813 0.507 0.43
H 5.829 -6.350 -1.281 0.38
H 3.471 -6.349 -2.003 0.41
H 1.854 -4.807 -0.937 0.40
Cl -1.613 1.628 2.715 0.07
C -0.970 1.700 4.312 -0.30
C -1.230 2.841 5.048 -0.91
C -0.762 2.959 6.344 -0.45
C -0.044 1.914 6.898 -0.74
C 0.212 0.785 6.150 0.21
Cl 1.103 -0.492 6.880 -0.22
C -0.218 0.632 4.818 0.41
S 0.147 -0.834 3.983 -0.22
H -1.808 3.632 4.597 0.44
H -0.953 3.855 6.913 0.38
H 0.317 1.970 7.911 0.41
C -3.444 4.615 1.213 -2.06
C -3.069 4.712 -0.269 2.78
C -1.547 4.859 -0.325 -1.89
C -3.711 5.985 -0.831 -1.81
Si -3.620 3.118 -1.259 -1.34
Br -2.121 1.465 -0.775 -0.04
C -3.480 3.297 -3.203 3.11
C -4.693 4.020 -3.795 -1.99
C -3.351 1.932 -3.890 -1.83
C -2.228 4.093 -3.585 -1.94
C -5.333 2.386 -0.656 2.50
C -6.442 3.444 -0.685 -1.73
C -5.748 1.212 -1.549 -2.09
C -5.234 1.820 0.766 -1.76
H -3.030 5.471 1.748 0.65
H -3.037 3.715 1.663 0.19
H -4.522 4.632 1.352 0.29
H -1.232 5.702 0.288 0.58
H -1.193 5.029 -1.335 0.39
H -1.058 3.971 0.065 0.23
H -3.403 6.848 -0.240 0.51
H -4.797 5.927 -0.800 0.32
H -3.410 6.169 -1.859 0.32
H -5.593 3.415 -3.712 0.33
H -4.520 4.219 -4.854 0.55
H -4.866 4.969 -3.294 0.33
H -4.174 1.266 -3.654 0.22
H -2.427 1.434 -3.609 -0.02
H -3.332 2.074 -4.971 0.61
H -2.311 5.133 -3.282 0.40
H -2.103 4.073 -4.668 0.58
H -1.335 3.659 -3.144 0.08
H -6.578 3.852 -1.683 0.28
H -6.222 4.265 -0.008 0.32
H -7.388 3.002 -0.374 0.51
H -5.984 1.541 -2.557 0.32
H -6.637 0.733 -1.138 0.65
H -4.954 0.470 -1.593 0.27
H -5.078 2.594 1.507 0.34
H -4.415 1.112 0.843 0.17
H -6.159 1.300 1.013 0.58
N -2.682 -2.660 1.556 -0.81
N -2.208 -1.300 1.716 0.28
H -2.912 -3.054 2.466 0.32
H -1.891 -3.200 1.202 0.19
H -2.295 -1.010 2.687 0.32
H -2.815 -0.701 1.159 -0.09